(1)
The following is a quantum chemistry calculation of a 5-piece molecular cluster, C26H57N4O17P5S overall at a distorted geometry, from the Open Molecules 2025 dataset.

The geometry in XYZ format:
```
110
Properties=species:S:1:pos:R:3:mulliken_charge:R:1
O 3.84285 10.24255 3.43803 -0.356
C 0.43757 0.26941 -2.87782 -0.262
H 2.36889 -2.11727 -5.05029 0.185
H -0.56625 4.99634 -0.62140 0.400
H 0.38488 2.25745 -0.52146 0.581
C -0.34478 -10.03490 5.87024 -0.592
H -2.09329 -1.07026 4.72097 0.287
O 0.59958 -6.68016 8.41362 -0.403
O 4.00094 7.97547 3.76144 -0.306
N -4.84258 2.26303 -3.57474 -0.004
H 4.17870 1.77067 -3.84321 0.369
O 0.64743 -2.85958 -5.83560 -0.303
H 0.62734 4.13207 -4.34728 0.581
C 0.72781 -0.64401 -1.64404 -1.065
H 3.06022 8.00776 -0.25577 0.306
C -1.41353 -5.17854 3.13068 -0.526
H 1.65574 -6.23084 10.08747 0.246
H -0.57113 -10.60257 6.77110 0.293
C -3.13323 3.62927 -1.56758 -0.152
O -6.34082 3.81977 -3.89794 -0.268
O -2.02467 -2.50365 0.61785 -0.362
H 1.55526 2.47170 -5.32426 0.440
H -0.38221 -4.99060 3.41696 0.212
H 0.78830 -1.67290 -2.02062 0.284
H -0.97122 -10.40902 5.05873 0.237
H -2.79595 -2.68065 5.06131 0.292
C 4.86372 11.15341 3.06466 -0.584
C 1.67098 4.21258 -1.80060 -0.494
C -1.87698 -2.12175 4.89570 -0.649
O 0.28435 -5.18448 -5.26632 -0.662
C -2.91895 -3.60915 -5.31585 -0.661
H 4.20975 6.00863 3.12442 0.224
P 3.55498 8.90181 2.49804 0.976
O -1.50978 -5.08900 -6.88250 -0.383
H -0.62266 0.54096 -2.98084 0.499
S -4.96555 3.79511 -1.43446 -0.251
O -1.14394 -2.68482 3.81817 -0.364
H -0.02906 -0.54102 -0.85938 0.166
H -1.70620 -6.75325 -5.66916 0.279
O 0.75708 -6.88178 6.03946 -0.273
O -3.12612 -2.10258 2.66779 -0.703
P 1.59974 1.74193 -2.89070 -0.398
H 2.60919 6.42520 3.81256 0.269
P 0.09997 -7.77473 7.23782 1.054
H -3.12906 -4.58146 -4.86952 0.251
H 4.67444 11.57693 2.07989 0.298
H 2.46729 -3.81391 -5.53459 0.364
C -0.89009 3.98942 -0.34116 -0.819
P -0.39191 -4.12974 -6.09994 0.999
C 3.69180 2.31790 -4.66210 -1.228
H -2.96678 2.59641 -1.89861 0.330
H -1.47535 -6.18727 2.72464 0.340
C 0.63291 3.29932 -2.37508 1.801
C 3.07929 7.20280 0.47597 -0.332
C 1.82567 -3.06449 -5.07502 -0.560
H -2.82555 4.29931 -2.38062 0.070
H 1.71311 -0.35356 -1.25241 0.413
C -3.20573 -1.88745 0.13281 -0.609
H 2.17520 0.85213 -5.05362 0.284
C -0.27001 2.84512 -1.18755 -1.199
H -6.79692 3.16033 -5.89199 0.409
H 2.36029 6.45004 0.17909 0.012
H 0.70051 -10.15577 5.59232 0.263
H -0.99763 2.12843 -1.58516 0.276
H 2.48391 -7.32425 8.96819 0.281
H -0.91238 3.37234 -3.98356 0.478
H 4.06362 6.74044 0.51651 0.281
H -3.29290 -0.86250 0.48980 0.303
H -2.07278 -5.12248 3.99718 0.219
H -0.53937 3.84234 0.69203 0.326
H -1.25297 -2.20624 5.78785 0.249
H 1.65642 -5.22482 5.26513 0.282
H 2.34157 -5.77032 6.79833 0.276
O -1.52264 -3.31942 -5.25727 -0.237
C -0.11211 3.97822 -3.54518 -0.610
H -3.43430 -2.84784 -4.73088 0.284
H -2.81701 4.90542 0.10894 0.413
H 1.57414 -3.34498 -4.05333 0.227
C -5.44045 3.27604 -3.06339 0.479
P -1.77852 -2.65926 2.26426 1.100
H 5.83563 10.66453 3.09246 0.259
H -3.29057 -3.56512 -6.33581 0.302
C -0.59935 5.36144 -3.22961 -0.125
H -3.13316 -1.86994 -0.95638 0.194
H 4.01843 6.26168 4.86185 0.284
H 3.80873 3.40078 -4.57304 0.290
C -2.44662 3.92423 -0.23276 -1.033
H 4.85566 11.96224 3.79692 0.232
C 1.52181 -7.08073 9.41542 -0.600
H 0.68668 -0.31267 -3.77868 0.244
N -0.89088 6.40016 -2.81579 -0.558
C 2.19190 1.87900 -4.65292 -0.355
H 4.13628 1.91144 -5.58172 0.396
O 4.66554 9.05309 1.49380 -0.657
H -2.72794 3.20879 0.55353 0.403
C 3.68110 6.59175 3.87917 -0.577
N -5.35676 2.10088 -4.83999 -0.587
H -4.08016 -2.46884 0.41767 0.313
C -1.48154 -6.49901 -6.70336 -0.603
H 0.76405 -4.92307 6.75693 0.335
O -1.84242 -4.27393 2.11321 -0.298
C -6.22939 3.01074 -4.98343 0.045
O -0.65424 -8.66187 6.03534 -0.321
H -0.52280 -6.91654 -7.00228 0.276
O 2.69592 7.67433 1.76845 -0.333
O 1.03521 -8.87797 7.68122 -0.675
H -2.25998 -6.92018 -7.34149 0.246
C 1.41189 -5.63108 6.24675 -0.685
H 1.14163 -7.92219 9.99022 0.282
N 2.48139 4.91429 -1.37270 -0.571
```

## Properties
* Kohn-Sham gap: 6.90 eV
* total charge: 0

(2)
The following is a quantum chemistry calculation of a 13-piece molecular cluster, C40H86Cl8N2O23 overall at a distorted geometry, from the Open Molecules 2025 dataset.

The geometry in XYZ format:
```
159
Properties=species:S:1:pos:R:3:mulliken_charge:R:1
C -0.38758 -5.60443 0.64246 -1.197
O -4.91380 3.28824 -2.74572 -0.635
H -0.68886 -6.65174 0.66432 0.388
H 2.57285 4.00999 -1.32589 0.235
H -0.34251 1.58290 -3.65144 0.093
O 1.89444 1.72391 8.34187 -0.292
H -1.40415 4.30326 -4.64536 0.361
C 1.72223 4.11508 -0.65247 -0.605
O -2.57372 -1.06170 -1.32124 0.048
H -0.53246 -2.34690 -4.05284 -0.414
H 1.22615 -0.55381 2.51468 -0.893
O -3.06084 -1.73733 -5.74803 -0.558
H -3.86489 3.89994 -5.38610 0.026
C -5.46740 2.60167 -3.59899 0.953
H 1.95280 4.11618 -6.30908 0.297
H -2.33889 3.27819 1.38296 0.228
H 2.62847 -0.99796 -2.25589 0.099
H -0.82511 6.24231 -5.67073 0.307
H -3.27745 -1.57982 1.54165 -0.584
H 2.85166 -6.54998 5.76801 0.308
H 7.96283 1.55778 1.54955 0.441
H 2.02067 3.80615 0.34933 -0.117
H 2.13679 -1.86724 4.20096 0.331
C 1.56883 1.75256 7.00607 0.668
H 1.37728 4.44489 -7.97952 0.381
H 1.38959 5.15298 -0.63847 0.414
H 0.43172 -1.86325 1.58534 -0.086
N 6.07133 -0.31530 1.72272 -0.020
H -2.41520 -2.49701 -2.81759 0.287
H -3.00124 -3.35680 -10.13790 0.309
C -6.77776 -0.42315 -2.08243 -1.281
C -5.21561 0.09341 -5.98991 -0.254
Cl 0.61082 -3.80936 -5.45316 -0.190
H 3.63148 -0.89468 4.58246 0.207
C 7.25652 1.82879 2.33427 -0.763
C -2.18757 -3.51568 -9.43022 -1.284
Cl -0.59768 4.32547 3.62923 -0.150
O 0.56884 0.85604 6.87056 -0.313
H -0.55319 -0.27941 5.57297 0.259
H -0.49722 1.52556 5.30050 0.251
H 7.93447 3.67881 4.18463 0.329
H -1.18982 0.57070 -4.68398 0.326
H -1.59241 -4.35199 -9.79691 0.394
H -4.14140 -6.20520 4.86747 0.269
H 0.89516 -0.02212 0.08874 -1.327
H 2.85321 3.41497 8.45544 0.325
H -5.45380 -0.35603 -5.02587 0.210
H -3.06195 3.71444 -1.21807 0.596
H -7.81704 -0.14688 -2.26044 0.369
Cl -5.08566 -0.16132 1.16709 -0.152
Cl 4.15412 0.97834 -2.45854 -0.155
H 3.12667 -6.73174 4.09941 0.239
C 0.28913 -3.04972 -3.91452 0.954
H 1.65639 4.64518 4.06403 0.402
O -1.05052 -5.41270 2.93002 -0.399
C 0.11057 -0.02396 0.84539 1.767
H 5.57746 1.63858 1.08112 0.209
H 1.22302 -2.61512 -3.55806 -0.255
C -0.15454 4.55115 -6.43627 0.258
C 0.05040 0.62809 5.58818 0.019
O -2.91623 -4.70618 3.96052 -0.340
C 1.13878 3.98273 -7.02159 -1.326
H -6.33265 -1.05627 -2.84998 0.267
C -2.68645 2.78234 -0.79582 0.164
C 5.92131 1.12033 1.97627 0.451
C -1.89565 -4.35753 3.09892 0.465
H 0.40163 -4.18610 2.09453 -0.163
C -1.13740 1.62075 -4.39631 -0.272
C -0.55532 3.65963 -0.83337 0.206
H 7.90567 5.04552 3.03507 0.243
C -2.93594 2.62977 0.74172 -1.008
N 0.00447 5.99776 -6.19236 -0.747
H -3.09459 -6.83070 3.68005 0.281
H 0.24478 3.86883 -4.41043 0.186
H 6.83364 -0.48685 1.08276 0.425
O -0.32466 -1.47963 -1.49623 -0.258
H -0.95561 4.41710 -7.16319 0.353
C -3.13958 -6.07031 4.45972 -0.660
C -0.55699 3.83678 -5.14816 -0.481
H 5.33480 -6.60540 6.27684 0.305
H 5.24234 -0.50550 1.17801 -0.026
O -5.57688 2.82496 -4.85758 -0.337
C 1.11335 4.23720 3.21153 -0.678
H 3.87595 2.00465 8.83865 0.287
C -2.69709 -3.52532 -8.01106 0.215
C -1.27319 -0.98343 -0.92358 -0.143
O -4.75427 -0.78486 -6.96395 -0.339
H 0.92816 2.91580 -7.09509 0.286
H 4.64010 -8.13187 5.70966 0.384
H 0.79768 -5.93640 2.39365 0.100
H -4.95364 0.59430 -1.79568 -0.651
O -1.31032 2.58571 -1.04337 0.365
H 7.53510 1.38211 3.28871 0.407
C 3.21539 -1.76755 4.07940 -0.095
Cl -3.64667 -0.52519 3.56851 -0.169
C 0.30766 -0.87208 2.02154 0.807
O -6.04995 1.36157 -3.38564 -0.327
H 1.51281 3.00757 10.52120 0.300
H -1.87690 -3.44962 -7.29716 0.012
C 4.73048 1.25479 2.91692 -0.331
C -3.72315 -1.63723 -6.77923 0.689
H 0.78205 6.05178 -5.55006 0.302
H -1.56077 -2.64628 -9.62861 0.327
O -0.91922 4.86502 -0.78949 -0.605
Cl 3.43331 -0.57783 -0.16806 -0.238
C 0.04599 -5.21618 2.07064 0.531
H -6.67251 -1.04611 -1.19420 0.303
H -4.58563 0.96809 -5.82815 0.067
H -5.14365 3.95274 -6.55690 0.261
C -4.17320 -1.33474 2.11232 0.350
C 3.47101 -4.17447 4.17823 0.698
O -3.58544 -2.37819 -7.93000 -0.339
H -6.09675 0.46128 -6.51562 0.251
H -2.00187 1.96496 -3.82858 0.081
H -4.62946 -2.28828 2.37819 0.464
C 3.61800 -6.38859 5.00987 -0.117
H -3.88043 -1.69540 -2.84036 0.171
H -2.53225 -0.76740 -3.35746 0.114
H 9.02120 3.63332 2.80957 0.319
H 3.87953 0.64632 2.61074 -0.531
C 2.89034 2.45247 8.96563 -0.245
C 8.03770 3.96854 3.13892 -0.737
O 3.98293 -4.99855 5.02005 -0.308
O 7.03619 3.21827 2.37206 -0.320
H -3.26030 1.98542 -1.26880 -0.438
H 0.86773 0.47616 4.88321 -0.185
H 5.09941 0.97244 3.90295 0.330
C 4.88171 -7.10848 5.42260 -1.232
O -1.88866 -3.29165 2.54127 -0.090
H 1.97161 0.54881 -1.60520 -0.547
H -2.69355 1.63037 1.10304 -0.019
H 0.44390 -5.51209 -0.05627 0.365
H 3.48522 -1.66591 3.02823 0.112
H 3.24781 3.09625 10.94163 0.376
H -3.97017 2.85728 1.00000 0.409
H 5.56701 -7.12105 4.57508 0.325
H 1.20545 4.90752 2.35696 0.355
O -0.93045 2.45548 -5.52192 -0.471
O 3.79647 -2.91949 4.66156 -0.475
H -6.32759 1.67873 -1.33012 0.478
O -1.16740 -0.38187 0.22918 0.337
H -3.17879 -4.49400 -7.87794 0.256
H -0.39571 -0.97341 2.84804 0.215
C -2.83002 -1.50929 -2.61651 -0.573
Cl -0.27366 -4.23252 -2.67055 -0.172
C -4.95036 3.90528 -5.48523 -0.484
H 2.35884 1.46137 10.73230 0.301
C -5.98191 0.89209 -2.00080 0.759
Cl 1.63775 2.56732 2.83106 0.043
O 2.02599 2.50428 6.10795 -0.600
C 2.86937 -0.03840 -1.79839 0.733
H 0.07177 1.02585 1.13607 -0.204
O 0.73092 3.24116 -0.91421 0.119
H -1.29105 -5.09563 0.30638 0.243
C 2.47761 2.50610 10.44502 -1.131
H -2.41246 -6.30763 5.23629 0.281
O 2.79811 -4.40645 3.14328 -0.614
H -5.36145 4.80811 -5.03356 0.378
H 4.39379 2.29145 2.90817 0.534
```

## Properties
* Kohn-Sham gap (spin up / spin down): 8.35 / 2.45 eV
* ⟨S²⟩: 0.755
* total charge: +1
* multiplicity: 2

(3)
The following is a quantum chemistry calculation of a 12-piece molecular cluster, H26NO11 overall at a distorted geometry, from the Open Molecules 2025 dataset.

The geometry in XYZ format:
```
38
Properties=species:S:1:pos:R:3:mulliken_charge:R:1
H -1.63475 2.01145 3.10172 0.292
H 2.61130 -2.52422 1.72845 0.325
H 0.54858 0.33954 4.22788 0.342
O -1.20222 2.84420 2.93731 -0.604
H -1.80778 3.17879 2.28519 0.300
H 2.25918 0.95413 -3.30687 0.345
H 2.14391 0.32766 -1.98024 0.324
H -3.84645 -0.95194 0.03094 0.310
H -0.85599 -3.30283 -0.75901 0.262
H -2.15075 -2.60897 -0.87952 0.377
H 2.20986 2.16515 1.66040 0.296
O 0.05257 -0.38036 3.74424 -0.572
N 0.04429 0.00607 0.43224 -0.129
H 0.79863 0.24633 -0.13014 0.033
H -0.48297 0.81209 0.62489 0.287
O 2.87689 -0.80209 -0.74636 -0.835
H -1.93888 -0.93763 -2.35081 0.273
O -0.83999 0.82360 -2.94429 -0.792
O -0.55815 2.67092 -1.01786 -0.610
H 2.99505 -1.49224 -1.37737 0.322
O 1.53481 0.67231 -2.79643 -0.591
O 2.53157 1.62949 0.95358 -0.600
H 0.14766 0.59730 -2.89407 0.427
H 0.37236 -0.50636 1.27218 0.388
O -1.60450 -3.10035 -0.31803 -0.593
H 3.81000 -0.40852 -0.64014 0.358
O 2.17959 -2.54485 0.92199 -0.614
H -2.54218 -1.82943 -2.98398 0.322
H 2.90784 0.93920 1.51649 0.309
H -3.69560 -1.64341 1.45257 0.330
H -0.71513 -0.24080 3.48990 0.222
H -1.32269 3.15112 -0.67660 0.294
H 0.01126 3.47837 -1.24613 0.292
H -0.84702 1.46388 -2.16469 0.376
H 2.53925 -1.86365 0.39521 0.411
H -0.58243 -0.79889 -0.09561 0.319
O -2.73030 -1.33011 -2.21869 -0.575
O -3.21685 -1.04496 0.75167 -0.621
```

## Properties
* Kohn-Sham gap: 9.79 eV
* total charge: +1